Formula: C36H43BrN4O2Re
Source: the Open Molecules 2025 dataset
Level of theory: ωB97M-V/def2-TZVPD

Positions of all 87 atoms, in Å:
H: 0.19653 -1.11738 7.40688
C: 0.70580 -1.76182 4.18489
C: -2.74352 0.86634 1.04856
C: -1.72742 2.45375 4.51041
H: 1.19765 -2.78509 6.00769
C: -4.68018 0.73408 2.44156
H: -4.54896 -0.70115 4.03563
H: 5.23905 -3.72437 0.74647
C: -0.64220 3.57427 2.15617
C: -0.10030 0.62600 -2.63986
C: -0.26198 2.78688 -3.98233
N: -5.25185 2.74007 -0.28838
C: -0.26283 -1.31309 -6.52568
H: -0.25842 4.18286 1.37652
C: 5.11530 -2.63535 0.82735
C: -0.19709 2.15849 -2.57568
C: -0.27539 -1.44671 -1.52866
H: -1.30776 -1.04092 -6.64085
C: -0.05160 -2.17493 -5.25177
H: 1.03675 3.83975 -1.71414
C: -0.65928 1.79808 3.90285
H: 1.05726 -2.52335 3.51879
H: -3.03740 4.17027 4.53907
C: 3.77059 -0.78073 2.59808
H: 5.70725 -2.09910 0.09448
N: 0.77506 1.47755 1.97018
H: 1.62426 1.29376 2.51570
H: 1.28265 -3.47796 -6.24943
H: 4.68171 -0.25111 2.40456
C: -1.45492 2.72443 -1.90774
Br: -0.69127 -2.49093 0.04501
H: -1.87189 5.14293 2.38408
C: -4.66291 2.19725 0.51248
C: -0.31912 -2.15130 -2.73953
H: -0.05656 3.85103 -3.90904
H: 2.29177 -3.71100 -0.10888
H: -0.94572 -4.04702 -4.48383
C: 0.05031 -0.10049 -3.82743
C: -4.02035 -0.18487 3.22688
H: -2.40764 2.25014 -2.29237
C: -0.15678 0.29076 5.76055
H: -1.51043 3.77677 -2.17410
H: 2.44071 -2.28548 -1.13940
H: -2.13493 -1.33410 3.40842
O: -0.33055 0.63467 -0.29952
C: 0.20448 -0.91915 6.35691
H: -2.06235 -2.88566 -5.12924
H: 0.56948 2.51771 -4.64065
C: -0.15646 -1.44974 -3.93187
H: 5.42537 -2.32903 1.80872
C: -0.19115 -0.06365 -1.44877
N: -2.07600 0.00324 1.85858
H: -0.36789 1.10681 6.43940
O: 1.97514 -0.93999 1.00019
H: 0.28985 -0.38809 -6.50760
H: -1.37996 2.75833 -0.81463
H: 0.23847 0.47504 -4.74991
C: -2.23558 3.63926 3.98505
C: -1.64295 4.19536 2.85320
C: 0.20079 -0.57683 3.54745
C: 3.00204 -2.93858 -0.48253
C: 0.73903 -1.92100 5.54896
H: 2.15852 -2.23979 -5.36498
N: 3.72937 -2.26209 0.56799
H: 1.29662 2.32232 -0.90226
C: -1.09631 -3.32526 -5.25712
H: -2.11604 2.09329 5.41166
H: 0.09454 -1.98146 -7.30485
H: 1.35696 -3.45909 -4.44718
C: -0.18546 0.49129 4.37708
C: 1.28152 -2.84117 -5.33470
C: -2.73350 -0.61046 2.87190
C: -4.01642 1.28804 1.36673
H: -5.68358 1.01956 2.70375
H: 3.68701 -3.45793 -1.13791
C: 3.12945 -1.33922 1.32044
H: 3.88174 -1.56720 3.28562
H: 1.97779 2.65912 -2.49684
H: -0.41510 -3.21026 -2.63704
C: -0.17201 2.36825 2.66957
H: -1.23305 2.63716 -4.49358
Re: -0.03106 -0.37440 1.46651
H: 3.06378 -0.11662 3.07015
C: 1.07669 2.79454 -1.87297
H: -1.11525 -3.80838 -6.26691
H: -2.14902 1.27497 0.29285
H: 1.07710 1.92890 1.07417

The multiplicity is 4. As for the orbital gap (spin up / spin down): 7.5 / 6.1 eV. The calculation puts the highest occupied orbital energy (spin up / spin down) at -13.37 / -13.45 eV. The calculation puts the relative energy (zero: lowest compared OMol25 entry of this formula, charge and spin) at 84.8 kJ/mol. The net charge is +2. As for the total energy: -4418.8544 Eh.

Formula: C36H43N6O4Y
Source: the Open Molecules 2025 dataset
Level of theory: ωB97M-V/def2-TZVPD

Positions of all 90 atoms, in Å:
H: 1.74156 -7.70338 3.05026
H: -2.20036 0.17387 -3.32383
C: 2.26697 -6.75346 2.90979
H: 3.59001 0.60270 5.01834
H: -3.52949 1.61103 -0.32017
H: -5.69799 -0.71481 -0.29451
C: -0.66615 3.13978 0.34753
C: -2.71602 -0.56993 -2.71446
C: 0.65817 4.28035 -1.52677
H: 5.65574 0.73530 3.91228
C: 4.97110 0.36515 1.94420
N: 0.49456 -0.01905 1.87042
H: -0.30121 2.15711 3.28881
H: 4.50993 0.00364 -0.03568
H: -5.24669 -2.13923 -1.22711
O: 1.51035 -5.70935 3.52384
C: -0.12299 -3.12696 -1.16577
N: -0.13730 2.02024 -1.70330
H: -4.33360 -1.87393 -3.40205
Y: -0.23651 0.08485 -0.36069
C: -3.52963 -0.99524 -0.49754
H: -2.68567 1.03569 1.75638
N: 2.00998 -0.51522 -0.15468
H: -1.73232 1.42269 4.01111
C: 1.12786 -4.88367 0.08789
C: 1.78302 0.07991 2.13499
C: 0.97289 -4.98811 2.49315
C: 1.48071 -5.44292 1.28542
H: 2.18003 -1.97960 -1.61688
C: -0.75679 4.28503 1.18964
H: -0.97673 -2.53315 1.34970
C: 2.28558 0.26950 3.44564
H: 3.26552 -6.77196 3.34509
H: 3.50808 0.72900 -1.98930
O: 0.06295 -3.67687 -2.23700
H: 0.78260 7.21110 0.26769
C: -0.01941 3.15665 -1.01100
H: 1.85095 -0.40484 -4.15262
C: -1.10019 1.42993 3.11821
C: -3.46558 1.24720 -1.34558
H: -3.51509 -0.63439 0.53550
H: 2.28970 2.24118 -2.93174
H: 0.92679 -0.30203 -2.73659
O: 2.36536 -6.46767 1.51994
H: -0.31636 -3.59871 3.50052
C: -0.27671 -3.35774 1.34328
C: -4.86731 1.07498 -1.97662
H: -4.32735 -0.29230 -4.17527
N: -2.75220 -0.04727 -1.32550
C: 1.81669 0.14492 -3.20838
C: 4.78517 0.53197 3.30306
H: -5.64560 1.44685 -1.30721
H: 5.99068 0.47329 1.58759
H: -0.13041 -0.35951 3.86957
C: 2.66111 -0.13183 0.93857
H: 3.83031 -0.63573 -3.03629
C: -4.98284 -1.09981 -1.02428
H: 1.47647 6.17672 -1.73196
C: 0.48712 6.18287 0.10880
N: -1.19923 1.98648 0.68750
C: 3.55855 0.46417 3.94138
H: -0.52740 1.34317 -3.62218
H: 1.50799 -5.22863 -0.86260
H: -4.94918 1.62898 -2.91365
C: 0.14983 2.05100 -3.13312
H: -1.29328 4.10467 2.10959
H: -2.11775 -1.47854 -2.71882
H: -1.32282 -0.64121 2.64124
N: -5.13380 -0.33351 -2.25711
C: -0.26343 5.56491 1.10112
H: 1.12796 4.10190 -2.48313
H: -0.09655 3.03056 -3.55343
O: -0.62247 -1.93157 -1.04322
C: 0.88250 5.56776 -1.05704
C: 0.08284 -3.94679 2.55829
H: -2.55846 2.72439 2.13823
C: -4.15494 -0.81097 -3.23027
H: -3.01303 -1.95431 -0.52506
H: 1.52759 0.30508 4.21399
C: 0.23211 -3.80279 0.13456
C: -0.50361 0.03707 2.92285
H: -2.84558 1.95997 -1.89134
C: 2.77215 -1.14212 -1.23573
C: 3.07045 -0.19001 -2.38984
H: -0.50098 6.18578 1.95995
C: 4.06057 0.07142 0.94519
C: 1.57312 1.63411 -3.49067
C: -1.95416 1.83852 1.91978
H: 3.69547 -1.57435 -0.84279
H: 1.74614 1.85001 -4.54810

As for the orbital gap: 7.2 eV. The calculation puts the highest occupied orbital energy at -7.00 eV. The calculation puts the relative energy (zero: lowest compared OMol25 entry of this formula, charge and spin) at 18.5 kJ/mol. As for the total energy: -2065.5181 Eh.

Formula: C36H44BCdN9O2S4
Source: the Open Molecules 2025 dataset
Level of theory: ωB97M-V/def2-TZVPD

Positions of all 97 atoms, in Å:
H: 1.52407 -4.55787 3.44753
H: -2.56782 -3.34330 -2.84297
C: 0.41468 3.51742 3.50086
C: -4.33381 0.41212 -1.81931
C: -3.49429 3.36344 2.28568
N: 2.21906 0.83724 2.88482
H: 5.50517 1.24578 -3.87392
N: -5.96030 0.72514 1.20019
S: 2.43149 -0.31523 0.07994
C: -2.74498 4.00484 0.00676
C: -4.44872 -3.49215 0.52817
H: 3.39266 4.33153 0.94150
C: -0.79904 4.04518 3.29065
H: 0.14982 -7.00777 1.84510
B: 2.23354 2.26962 2.28476
C: 3.45349 -0.05518 -2.84666
C: -4.00427 0.33690 -0.42915
C: -0.21512 -5.23507 0.70381
H: 3.17585 3.32275 -3.47131
H: 5.86740 1.10549 -2.14845
C: 3.77285 1.41454 -2.59838
H: -2.60619 5.94222 2.85043
C: 3.36171 3.43025 0.35675
C: 0.19371 -5.40280 -1.66535
H: -3.28693 2.30736 2.10821
N: -2.81264 0.12114 0.04240
C: -3.10019 -3.41529 -1.90244
N: -4.56598 0.49154 -2.94265
H: 2.40474 -0.27142 -2.67051
H: 4.24664 3.87847 -1.58905
C: 2.89568 2.27116 -3.52003
H: -1.91843 6.29020 1.25665
Cd: -0.14397 0.06354 0.42307
S: -0.43581 0.28011 2.94699
O: -1.88030 -0.10025 -0.83118
C: -5.07099 0.54682 0.49260
H: 1.39428 -3.66019 5.92344
C: -3.07663 -3.29474 0.50812
C: -5.14222 -3.65884 -0.66217
N: 0.85175 2.95821 2.32279
C: 0.57604 -7.29801 -0.23956
H: 1.84983 2.18314 -3.22355
H: -2.02053 4.53731 -0.60381
N: 1.82528 -1.18665 3.64500
H: 1.53614 -3.37107 2.13126
H: -3.74266 4.38148 -0.22485
H: -2.70870 2.95355 -0.25830
C: 3.19534 -0.98118 3.64512
H: 3.89508 -1.72970 3.96260
C: 0.58858 -6.72253 -1.50148
C: -0.21628 -2.62414 4.07495
H: -3.42307 3.54849 3.35752
N: -1.13725 3.82454 1.96497
N: 2.82866 2.26489 0.85028
H: 3.00009 1.93453 -4.55097
H: -0.48873 -3.60232 4.47594
C: 1.30412 -2.51109 4.09703
C: 2.91393 1.31636 -0.11313
O: -0.28489 -2.31808 0.56527
H: 5.52963 2.69053 -2.86313
C: 1.23678 -0.05124 3.16241
H: -6.21621 -3.78705 -0.64654
C: -0.11132 3.13602 1.38442
H: 0.89191 -8.32455 -0.10997
H: -0.59220 -2.54107 3.05885
C: 1.79085 -2.72281 5.53510
H: 4.35372 0.77484 3.01731
C: 5.26299 1.63470 -2.88574
H: 1.43374 -1.91237 6.17138
H: -2.52519 -3.12932 1.42557
C: 3.42762 0.25519 3.18438
C: 1.87502 -3.57008 3.14848
H: -5.01724 -3.72435 -2.80346
C: -2.41798 -3.26157 -0.70741
C: 0.16728 -6.55678 0.86184
C: -2.67648 5.71341 1.78786
H: 0.20063 -4.94170 -2.64557
H: 1.00979 3.47902 4.39500
H: 0.91497 -7.30013 -2.35587
C: 3.78295 3.20418 -0.89575
C: -2.49884 4.21922 1.49634
H: 3.68240 -0.27295 -3.89114
H: -0.68666 -1.85420 4.67840
H: -1.44735 4.55164 3.97904
C: -4.47086 -3.62020 -1.87649
S: -0.64820 -2.92451 -0.76160
S: 0.03102 2.61953 -0.23932
H: 2.87764 -2.76093 5.59904
N: 3.51325 1.88114 -1.20389
H: -0.51166 -4.63407 1.55416
H: 2.97388 2.93008 2.96421
C: -0.20254 -4.66905 -0.55964
H: 2.96478 -3.57537 3.14970
H: -4.51459 3.57194 1.96625
H: -3.65834 6.02940 1.43861
H: -4.97683 -3.49646 1.47227
H: 4.05362 -0.70492 -2.21528

As for the orbital gap: 7.9 eV. The calculation puts the highest occupied orbital energy at -7.55 eV. The calculation puts the relative energy (zero: lowest compared OMol25 entry of this formula, charge and spin) at 48.9 kJ/mol. As for the total energy: -3826.9589 Eh.